No. 1
47
Properties=species:S:1:pos:R:3:nbo_charge:R:1 method="wB97M-V/def2-TZVPD" gap_ev=8.076 e_above_lowest_kcal_mol=0.7 homo_energy_ev=-5.54 lumo_energy_ev=2.534 total_charge=-1
O -0.12353 1.77452 -5.30540 -0.6584
O -2.67809 2.51421 -1.39347 -0.7341
O 2.12273 3.13014 -0.73236 -0.6534
O -2.83106 0.64573 -0.20229 -0.7802
O 2.21143 -0.96659 3.32630 -0.7412
O 0.37450 -2.43955 4.88292 -0.7512
O -0.98185 -3.88401 3.02472 -0.7364
O -1.98937 -0.50993 1.88931 -0.7967
O -0.38905 -1.84440 0.83708 -0.5490
C 0.14229 2.31927 -4.24366 0.6795
C -2.18032 1.54562 -0.78181 0.7686
C 1.63224 2.20478 -1.37193 0.6663
N 2.44862 1.21147 -1.75513 -0.6203
N -0.20303 1.76009 -3.08771 -0.6048
C 0.89103 3.63629 -4.24877 -0.7151
C 2.12051 -0.02938 -2.45939 -0.4160
C -2.67418 -2.59752 0.95682 -0.6417
C 0.73557 -1.13347 1.38022 -0.0908
C 1.15061 -1.73271 2.72770 0.0438
C -0.04657 -1.76293 3.68745 0.0520
C -1.25511 -2.46978 3.05754 0.0576
C -1.55708 -1.84799 1.67258 0.5082
C -0.65754 1.43919 -0.68507 -0.5217
C 0.12781 2.24180 -1.73436 -0.1286
H 1.99329 -0.01636 3.30503 0.4733
H 1.27337 -2.12216 5.09497 0.4865
H -0.52273 -4.10823 3.85510 0.4845
H -2.33471 -0.11483 1.03022 0.5163
H 3.40626 1.34166 -1.47148 0.3987
H -0.81807 0.96528 -3.15516 0.4137
H 0.31944 4.37154 -3.68566 0.2312
H 1.00229 3.97493 -5.27664 0.2329
H 1.87055 3.50051 -3.79803 0.2259
H 1.24189 -0.49979 -2.01518 0.2088
H 2.95686 -0.72561 -2.39425 0.2013
H 1.91916 0.17732 -3.51216 0.2073
H -2.89166 -2.12027 -0.00348 0.2402
H -3.58336 -2.59222 1.56397 0.2146
H -2.38014 -3.63432 0.77201 0.2137
H 0.49059 -0.07466 1.50519 0.1811
H 1.57278 -1.19833 0.67932 0.1902
H 1.49749 -2.75741 2.55646 0.1909
H -0.33618 -0.73299 3.92516 0.1844
H -2.12795 -2.29655 3.69414 0.1788
H -0.37875 0.39007 -0.76789 0.2088
H -0.36285 1.78827 0.30551 0.2346
H -0.19814 3.27932 -1.64844 0.2459

=====

No. 2
14
Properties=species:S:1:pos:R:3:nbo_charge:R:1 method="wB97M-V/def2-TZVPD" gap_ev=10.249 e_above_lowest_kcal_mol=79.9 homo_energy_ev=-9.39 lumo_energy_ev=0.862 smiles=OCC#C[C@H]1CN1
O -3.03851 -0.46634 -0.37167 -0.6965
C -2.07164 -1.50046 -0.41199 -0.1332
C -0.76592 -0.94700 -0.03274 -0.0364
C 0.09015 -0.17219 0.31968 -0.0306
C 1.01744 0.88315 0.65060 -0.1679
C 2.44326 0.77359 0.25754 -0.2359
N 1.56174 1.69220 -0.44645 -0.5547
H -2.79276 0.09985 0.37246 0.4726
H -2.35024 -2.33409 0.24778 0.1883
H -2.05100 -1.88079 -1.43797 0.2063
H 0.74929 1.45842 1.53414 0.2245
H 2.75118 -0.14900 -0.22864 0.2021
H 3.19512 1.24962 0.88055 0.2034
H 1.26189 1.29304 -1.33329 0.3580

=====

No. 3
81
Properties=species:S:1:pos:R:3:mulliken_charge:R:1 method="wB97M-V/def2-TZVPD" gap_ev=7.077 homo_energy_ev=-10.48 lumo_energy_ev=-3.401 total_charge=+1
O -0.60666 -1.46986 -0.61709 1.2783
O -1.83533 -0.48580 -2.65108 -0.0281
C 0.48756 -2.43625 -1.00231 -0.0031
C 0.88196 -3.39621 0.09519 -1.4781
H 1.31919 -1.83913 -1.30351 0.1513
H 0.06783 -2.97214 -1.86333 0.2858
H 1.22907 -2.92494 1.05442 0.1867
H 1.75785 -3.98304 -0.25170 0.4652
H 0.11341 -4.14648 0.32784 0.3266
C -1.76014 -2.05148 0.17346 -0.3639
C -2.40992 -3.12482 -0.63269 -1.3281
H -2.40216 -1.21000 0.40515 0.3134
H -1.34428 -2.42308 1.11677 0.3916
H -2.65514 -2.71438 -1.60993 0.0419
H -3.33790 -3.44557 -0.13139 0.4657
H -1.77639 -4.01288 -0.75446 0.3208
C -2.96119 0.40939 -2.76615 -0.5495
C -1.64854 -1.40525 -3.70633 -0.1782
C -4.11793 -0.02969 -1.94233 -1.3045
H -3.19989 0.40902 -3.78804 0.6726
H -2.61955 1.41255 -2.48965 0.2778
H -4.53742 -1.00239 -2.27221 0.2917
H -4.93586 0.69639 -2.04792 0.4936
H -3.88365 -0.08384 -0.87548 0.1393
C -2.87718 -2.14117 -4.14976 -1.3778
H -0.84822 -2.14517 -3.42359 -0.0866
H -1.25281 -0.81533 -4.55630 0.3717
H -3.30711 -2.75825 -3.38263 0.3111
H -2.61636 -2.80964 -4.94825 0.4903
H -3.63594 -1.48395 -4.56731 0.3606
H -0.86969 -0.59392 -1.26883 0.0201
Sc 0.43763 0.37539 0.72984 -1.0669
C -0.19362 1.09537 -1.15422 -0.0501
Si 0.71387 1.53950 -2.72165 0.6524
H -1.04663 1.75666 -1.13765 0.5778
H 0.62804 1.93363 -0.44194 0.1768
C 1.54506 0.04674 -3.47732 -0.9582
C 2.13508 2.79794 -2.49177 -0.9472
C -0.35928 2.34742 -4.08173 -1.2376
C 2.61073 0.39383 0.38717 -0.2304
Si 3.54951 1.27380 1.69872 0.1924
H 2.87737 0.73884 -0.62444 0.4000
H 2.90460 -0.68116 0.42134 0.3499
C 4.51295 2.70557 0.93261 -1.1769
C 4.78967 0.10278 2.49526 -0.9060
C 2.50781 1.98811 3.09730 -0.8729
H 0.23713 2.86303 -4.85727 0.3719
H -1.01954 3.10463 -3.64326 0.3722
H -1.00103 1.62616 -4.62334 0.2269
H 2.37380 -0.30082 -2.84403 0.2833
H 1.96194 0.23435 -4.47307 0.4963
H 0.83811 -0.79540 -3.58642 0.2439
H 2.74031 2.56795 -1.61950 0.0093
H 1.74325 3.81243 -2.37189 0.3567
H 2.81817 2.82051 -3.36056 0.3747
H 5.25108 -0.54581 1.73315 0.3151
H 4.30117 -0.54183 3.24333 0.0478
H 5.59063 0.67020 2.99147 0.3447
H 2.34056 1.24774 3.89570 0.2031
H 1.52917 2.36919 2.76152 0.1495
H 3.05437 2.84180 3.54486 0.5077
H 5.37780 2.96223 1.55751 0.3495
H 3.88649 3.60168 0.83156 0.3145
H 4.88912 2.43291 -0.06729 0.3399
Cl -2.00438 0.16858 7.28380 -0.2477
C -1.13251 -0.13128 5.83584 0.6821
C -0.01381 -0.96604 5.89001 -0.6694
C 0.72791 -1.23500 4.67557 -0.3985
I 2.46113 -2.39672 4.75146 0.0533
C 0.29171 -0.68243 3.46608 0.3560
O 0.86687 -0.88753 2.26149 -0.4343
C -0.79555 0.25086 3.44615 0.7452
N -1.03363 0.89394 2.30319 0.4766
C -2.10236 1.74990 2.13773 -0.8499
C -2.95463 1.96999 3.31421 -1.0564
C -2.66103 1.36985 4.50624 -0.8177
C -1.56667 0.49906 4.64548 -0.3193
H 0.29119 -1.39352 6.80279 0.5290
H -2.26307 2.19587 1.23878 0.8368
H -3.77341 2.62120 3.15610 0.4768
H -3.28064 1.56519 5.37055 0.4690

=====

No. 4
64
Properties=species:S:1:pos:R:3:nbo_charge:R:1 method="wB97M-V/def2-TZVPD" gap_ev=7.366 homo_energy_ev=-12.05 lumo_energy_ev=-4.683 total_charge=+1
C 9.46169 2.77196 -1.41515 -0.6655
C 9.20526 2.84010 -2.91751 -0.0659
O 7.86146 2.44750 -3.30057 -0.4819
C 6.86757 3.10076 -2.68588 0.3044
C 6.74359 4.48266 -2.74081 0.0321
N 5.74345 5.10257 -2.09891 -0.4065
C 4.81035 4.43826 -1.40262 0.0735
C 4.85735 3.06018 -1.33823 -0.1790
C 5.89210 2.39684 -1.98121 -0.0512
C 5.92631 0.89807 -1.95555 0.7664
O 5.33764 0.30208 -2.77981 -0.4549
O 6.58958 0.33123 -0.91383 -0.5951
Br 7.96696 -0.73457 -1.53137 0.3998
H 9.49339 3.75350 -0.95445 0.2173
H 10.43301 2.31911 -1.24620 0.2466
H 8.72589 2.18039 -0.87898 0.2247
H 9.38416 3.85515 -3.25993 0.1738
H 9.87176 2.18066 -3.44938 0.2228
H 7.44162 5.08203 -3.29931 0.2492
H 5.67684 6.11201 -2.12835 0.4518
H 4.02053 4.97722 -0.91124 0.2571
H 4.10161 2.50624 -0.80930 0.2787
C 0.59894 0.25562 -3.32517 -0.6403
C 0.41633 1.66168 -3.85260 -0.0781
O -0.30671 2.48748 -2.91019 -0.4580
C 0.37604 2.98216 -1.90492 0.7092
O 1.54783 2.83879 -1.68171 -0.5985
C -0.54786 3.84029 -1.02294 0.8986
F -1.69584 3.20926 -0.77713 -0.2988
F -0.81857 4.99740 -1.63657 -0.3038
F 0.04146 4.11637 0.14014 -0.3056
H -0.36465 -0.18148 -3.06387 0.2283
H 1.07365 -0.36785 -4.08104 0.2331
H 1.22008 0.24479 -2.42997 0.2168
H -0.19324 1.65636 -4.75226 0.2092
H 1.36762 2.13244 -4.09751 0.1913
C -2.54207 0.92793 1.10249 -0.6389
C -2.11820 -0.12950 2.09852 -0.0786
O -3.15911 -1.10155 2.31074 -0.4723
C -3.26937 -2.03839 1.38202 0.6942
O -2.59834 -2.15806 0.40026 -0.5445
C -4.39337 -3.01491 1.76727 0.8986
F -5.49187 -2.36222 2.16061 -0.3062
F -3.99176 -3.80146 2.77593 -0.3100
F -4.71450 -3.79435 0.73948 -0.2997
H -3.47073 1.40065 1.42319 0.2220
H -1.77311 1.68871 1.01734 0.2183
H -2.71500 0.49590 0.11719 0.2227
H -1.93479 0.31613 3.07348 0.1998
H -1.20404 -0.63404 1.78722 0.1947
C -7.81127 -4.25881 2.68254 -0.6392
C -7.19299 -5.54774 3.17840 -0.0796
O -7.68028 -5.89614 4.48896 -0.4778
C -8.87293 -6.47159 4.53147 0.6920
O -9.57673 -6.73309 3.60266 -0.5391
C -9.22874 -6.80873 5.99020 0.8980
F -8.97750 -5.77444 6.80056 -0.3086
F -8.49964 -7.85263 6.40697 -0.3096
F -10.51367 -7.12405 6.09749 -0.2978
H -7.64599 -3.45534 3.39988 0.2156
H -7.37665 -3.97466 1.72824 0.2225
H -8.88744 -4.36683 2.55086 0.2254
H -6.11741 -5.43677 3.29273 0.1966
H -7.36970 -6.37126 2.48762 0.1997

=====

No. 5
46
Properties=species:S:1:pos:R:3:nbo_charge:R:1 method="wB97M-V/def2-TZVPD" gap_ev="6.437 / 6.438" e_above_lowest_kcal_mol=0.0 homo_energy_ev="-5.15 / -5.15" lumo_energy_ev="1.287 / 1.287" total_charge=-1
Pd 1.16168 1.87069 -0.93217 1.1374
O 0.67670 -4.00503 -4.86915 -0.7391
C -0.29403 -3.60828 -4.20917 0.7318
O -1.41807 -4.11062 -4.04676 -0.7510
C -0.05193 -2.29286 -3.41898 -0.0585
C -1.04900 -1.75776 -2.61233 -0.2203
C -0.81965 -0.57398 -1.93161 0.0216
N 0.33047 0.08397 -2.03055 -0.5134
C 1.29634 -0.42135 -2.80187 0.0591
C 1.15078 -1.60244 -3.50382 -0.1872
C 2.53363 0.44962 -2.89451 0.7422
O 3.53416 0.13107 -3.48605 -0.5849
O 2.43400 1.64375 -2.30329 -0.6317
H -1.98774 -2.29032 -2.54379 0.2490
H -1.56979 -0.13005 -1.28485 0.1851
H 1.94981 -1.98609 -4.12171 0.2656
N -1.37494 3.92663 -0.27628 -0.8067
C -0.89703 4.17504 -1.50461 0.6516
O 0.08435 3.61924 -1.98268 -0.6282
C -1.65787 5.18037 -2.33683 -0.6020
I -0.99137 7.15356 -1.87509 0.1029
H -0.80887 3.39662 0.38470 0.4491
H -2.10532 4.51393 0.08829 0.3911
H -2.72668 5.16533 -2.14515 0.2322
H -1.44507 5.01009 -3.38564 0.2588
C 1.68555 -2.92206 3.85567 -0.6274
C 0.37801 -2.38951 3.35761 -0.0516
C -0.69653 -3.22160 3.10134 -0.2162
C -1.89066 -2.70565 2.61994 -0.0530
Cl -3.22296 -3.78418 2.31212 -0.0132
C -2.03048 -1.35744 2.37715 -0.2104
C -0.96196 -0.50408 2.62939 -0.3147
C 0.22842 -1.01669 3.12270 0.3692
O 1.32952 -0.26080 3.42044 -0.4955
C 1.30543 1.10716 3.07930 -0.1706
C 1.27650 1.32966 1.56951 0.7487
O 2.01042 0.66757 0.83047 -0.6528
O 0.47965 2.23181 1.11107 -0.8075
H 1.63690 -4.00238 3.97677 0.2104
H 1.95387 -2.47191 4.81170 0.2189
H 2.48689 -2.68213 3.15724 0.2354
H -0.60306 -4.28616 3.26746 0.2225
H -2.95969 -0.96904 1.98682 0.2225
H -1.07663 0.54855 2.42505 0.2282
H 2.24517 1.51482 3.45694 0.2176
H 0.47107 1.63294 3.55524 0.1849

=====

No. 6
66
Properties=species:S:1:pos:R:3:nbo_charge:R:1 method="wB97M-V/def2-TZVPD" gap_ev=8.037 e_above_lowest_kcal_mol=26.6 homo_energy_ev=-7.55 lumo_energy_ev=0.490 smiles="C[C@@H](C(=O)NCC1CCCCC1)N(C)CC(=O)Nc1ccc(N2CCOCC2)cc1"
C -4.80718 -2.63997 0.07841 -0.6287
C -3.88076 -1.43388 -0.08385 -0.1323
C -4.23764 -0.62354 -1.34521 0.6771
O -5.10694 -0.94767 -2.13040 -0.6451
N -3.47432 0.47241 -1.45435 -0.6262
C -3.53424 1.37805 -2.57278 -0.2146
C -2.19374 1.45547 -3.31237 -0.2188
C -1.80660 0.09302 -3.88694 -0.4013
C -0.47458 0.17534 -4.62586 -0.3926
C -0.54524 1.21271 -5.74204 -0.3957
C -0.92761 2.57576 -5.17393 -0.3919
C -2.25984 2.49159 -4.43432 -0.3955
N -3.85108 -0.50604 1.03926 -0.4425
C -5.15072 -0.11574 1.53365 -0.4086
C -2.88696 -0.82899 2.05790 -0.3077
C -1.47728 -0.49581 1.55806 0.6842
O -1.27795 0.15508 0.55245 -0.6317
N -0.50853 -0.98926 2.36709 -0.5893
C 0.88648 -0.86837 2.25603 0.1045
C 1.51733 -0.24503 1.18742 -0.2100
C 2.89458 -0.15439 1.14346 -0.2866
C 3.69971 -0.68639 2.15599 0.2482
N 5.08616 -0.67555 2.10762 -0.4532
C 5.78913 -0.18661 0.93882 -0.2460
C 6.06087 1.31929 1.04724 -0.0866
O 6.79856 1.60409 2.21711 -0.5244
C 6.12354 1.14752 3.36721 -0.0846
C 5.85245 -0.36339 3.29932 -0.2382
C 3.04743 -1.32866 3.21706 -0.2693
C 1.67422 -1.41219 3.26747 -0.2094
H -4.60686 -3.16002 1.01379 0.1976
H -4.64652 -3.32636 -0.74768 0.2302
H -5.84701 -2.32745 0.05440 0.2216
H -2.85454 -1.79137 -0.23036 0.2148
H -2.75578 0.61637 -0.75217 0.4392
H -3.81589 2.37771 -2.21950 0.1867
H -4.31738 1.00763 -3.23968 0.2250
H -1.42579 1.76096 -2.59208 0.1921
H -2.58712 -0.24141 -4.57385 0.1995
H -1.73876 -0.63825 -3.07934 0.2123
H -0.21983 -0.80197 -5.04151 0.2053
H 0.31278 0.45463 -3.92142 0.1903
H -1.29377 0.90398 -6.47519 0.1928
H 0.41767 1.27869 -6.25368 0.2038
H -0.99670 3.30986 -5.97976 0.2048
H -0.15046 2.91024 -4.48252 0.1913
H -3.04704 2.20838 -5.13669 0.1961
H -2.51683 3.46978 -4.02116 0.2044
H -5.78701 0.11622 0.68230 0.2154
H -5.04232 0.78578 2.13827 0.1996
H -5.64181 -0.88831 2.14294 0.1684
H -3.07886 -0.19895 2.93243 0.2251
H -2.92301 -1.88416 2.38761 0.1804
H -0.81233 -1.50061 3.18494 0.3957
H 0.92683 0.18058 0.39414 0.2520
H 3.33481 0.35327 0.30036 0.2114
H 5.23451 -0.42567 0.03314 0.2133
H 6.75178 -0.70951 0.90132 0.2033
H 6.66869 1.67086 0.21212 0.1961
H 5.10884 1.87187 1.06506 0.1648
H 6.76856 1.38972 4.21339 0.1950
H 5.16423 1.67946 3.47550 0.1641
H 5.32367 -0.67474 4.19717 0.2098
H 6.80606 -0.89909 3.24297 0.1991
H 3.62143 -1.79082 4.00488 0.2123
H 1.20409 -1.91673 4.10081 0.2029

=====

What did we get for max |F|? Answer: 1.85, 0.54, 6.98, 1.32, 0.75, 0.55 eV/A, in the order shown.